A | Computed, not measured: a single C4H4Cl2 molecule, with ωB97M-V/def2-TZVPD.

Summary:
* LUMO energy: 0.07 eV

The geometry in ORCA input format:
```
! RIJCOSX wB97M-V def2-TZVPD def2/J DEFGRID3
* xyz 0 1
C 1.38 -0.80 0.28
C 0.12 -0.32 0.22
C -0.53 0.98 0.12
C -1.78 1.05 -0.09
H 1.65 -1.88 -0.10
H -0.74 -1.05 -0.11
H 0.16 1.92 0.58
H -2.20 2.11 -0.08
Cl 2.89 0.12 -0.13
Cl -2.53 -0.51 -0.07
*
```

Charges computed using Löwdin, reported in e: -0.50, -0.28, -0.28, -0.52, 0.09, 0.02, 0.18, 0.12, 0.48, 0.68



B | Computed, not measured: a single C4H4Cl2 molecule, with ωB97M-V/def2-TZVPD.

Summary:
* LUMO energy: 0.45 eV

The geometry in ORCA input format:
```
! RIJCOSX wB97M-V def2-TZVPD def2/J DEFGRID3
* xyz 0 1
C 1.20 0.56 -1.30
C 0.67 -0.14 -0.33
C -0.50 0.18 0.42
C -1.18 -0.48 1.30
H 2.00 0.16 -1.85
H 1.22 -1.04 -0.04
H -1.10 1.03 0.14
H -1.97 -0.06 1.92
Cl 0.48 1.88 -2.10
Cl -0.81 -2.09 1.85
*
```

Charges computed using Löwdin, reported in e: -0.58, -0.20, -0.23, -0.55, 0.05, 0.11, 0.10, 0.07, 0.65, 0.59



C | Computed, not measured: a 2-piece molecular cluster, C4H4Cl2 overall, with ωB97M-V/def2-TZVPD.

Summary:
* LUMO energy: 0.48 eV

The geometry in ORCA input format:
```
! RIJCOSX wB97M-V def2-TZVPD def2/J DEFGRID3
* xyz 0 1
C 0.22 -2.35 0.25
C 0.49 -1.22 -0.10
C -0.79 1.38 0.40
C 0.61 0.11 -0.49
Cl -2.31 0.72 -0.04
Cl 2.11 0.87 -0.17
H 0.16 -3.31 0.47
H -0.54 2.41 -0.11
H -0.44 1.28 1.33
H 0.48 0.10 -1.53
*
```

Charges computed using Löwdin, reported in e: 0.17, -0.24, -0.51, -0.72, 0.57, 0.63, -0.01, 0.09, -0.03, 0.06



D | Computed, not measured: a single C4H4Cl2 molecule, with ωB97M-V/def2-TZVPD.

Summary:
* LUMO energy: -0.19 eV

The geometry in ORCA input format:
```
! RIJCOSX wB97M-V def2-TZVPD def2/J DEFGRID3
* xyz 0 1
C 1.04 0.54 0.80
C 0.56 -0.79 0.69
C -0.63 -0.76 -0.28
C -1.10 0.40 -0.90
H 0.36 1.47 0.79
H 1.29 -1.55 0.67
H -1.17 -1.81 -0.53
H -0.36 1.37 -0.82
Cl 2.69 0.83 1.24
Cl -2.68 0.31 -1.67
*
```

Charges computed using Löwdin, reported in e: -0.60, -0.14, -0.22, -0.61, 0.08, 0.07, 0.13, 0.12, 0.60, 0.56



The least stable of them is C.



A | Computed, not measured: a single C6H12 molecule, with ωB97M-V/def2-TZVPD.

Summary:
* LUMO energy: 1.23 eV

The geometry in ORCA input format:
```
! RIJCOSX wB97M-V def2-TZVPD def2/J DEFGRID3
* xyz 0 1
C -1.32 1.31 -1.25
C -0.80 1.13 0.17
C 0.58 0.50 0.20
C 1.09 0.01 1.52
C 0.90 -1.00 0.46
C -0.15 -2.05 0.39
H -0.68 2.01 -1.80
H -1.30 0.35 -1.78
H -2.34 1.69 -1.27
H -1.49 0.50 0.75
H -0.82 2.10 0.68
H 1.14 0.47 -0.71
H 0.28 -0.02 2.25
H 2.06 0.22 1.94
H 1.86 -1.28 0.01
H 0.02 -2.81 1.16
H -0.13 -2.54 -0.59
H -1.14 -1.61 0.53
*
```

Charges computed using Löwdin, reported in e: -0.11, -0.25, -0.26, -0.10, -0.33, -0.07, 0.07, 0.07, 0.07, 0.10, 0.11, 0.12, 0.11, 0.10, 0.13, 0.07, 0.08, 0.07



B | Computed, not measured: a 3-piece molecular cluster, C6H12 overall, with ωB97M-V/def2-TZVPD.

Summary:
* LUMO energy: 0.71 eV

The geometry in ORCA input format:
```
! RIJCOSX wB97M-V def2-TZVPD def2/J DEFGRID3
* xyz 0 1
C 0.08 0.48 -1.61
C 0.34 -0.12 -0.23
C 1.73 -0.75 -0.15
C -0.10 0.75 0.95
C -1.38 0.14 1.00
C -0.89 -1.06 0.21
H 0.13 -0.30 -2.39
H -0.91 0.95 -1.66
H 0.83 1.24 -1.85
H 1.83 -1.57 -0.88
H 1.92 -1.17 0.85
H 2.51 -0.01 -0.36
H 0.57 0.77 1.81
H -0.83 1.84 1.71
H -2.28 0.64 0.67
H -1.50 1.13 2.20
H -1.52 -1.47 -0.59
H -0.50 -1.88 0.83
*
```

Charges computed using Löwdin, reported in e: -0.06, -0.51, -0.06, -0.20, -0.22, -0.09, 0.08, 0.09, 0.08, 0.08, 0.08, 0.08, 0.09, 0.12, 0.08, 0.13, 0.10, 0.11



The least stable of them is B.



A | Computed, not measured: a single C6H12 molecule, with ωB97M-V/def2-TZVPD.

Summary:
* LUMO energy: 0.99 eV

The geometry in ORCA input format:
```
! RIJCOSX wB97M-V def2-TZVPD def2/J DEFGRID3
* xyz 0 1
C -1.24 -1.13 0.36
C -0.39 0.05 -0.07
C -1.29 1.17 -0.65
C 0.75 0.50 0.98
C 1.77 -0.27 0.25
C 0.82 -0.36 -1.02
H -1.80 -1.56 -0.48
H -0.60 -1.92 0.78
H -1.96 -0.83 1.13
H -1.86 0.81 -1.52
H -0.71 2.03 -0.98
H -2.02 1.51 0.09
H 0.87 1.59 0.90
H 1.39 0.39 1.99
H 1.96 -1.28 0.63
H 2.62 0.27 0.93
H 0.70 -1.35 -1.52
H 0.99 0.38 -1.80
*
```

Charges computed using Löwdin, reported in e: -0.07, -0.49, -0.06, -0.20, -0.23, -0.09, 0.08, 0.08, 0.08, 0.08, 0.08, 0.08, 0.09, 0.14, 0.09, 0.14, 0.11, 0.09



B | Computed, not measured: C6H12 as an isolated structure, with ωB97M-V/def2-TZVPD.

Summary:
* LUMO energy: 0.90 eV

The geometry in ORCA input format:
```
! RIJCOSX wB97M-V def2-TZVPD def2/J DEFGRID3
* xyz 0 1
C 2.34 -0.14 0.28
C 1.32 0.73 -0.51
C 0.05 -0.01 -0.93
C -1.00 -0.28 0.18
C -0.47 -0.65 1.41
C -2.41 0.10 -0.24
H 2.52 0.25 1.28
H 3.30 -0.21 -0.23
H 1.86 -1.10 0.44
H 1.09 1.65 0.02
H 1.82 1.05 -1.43
H -0.41 0.53 -1.76
H 0.31 -1.00 -1.33
H -0.47 0.57 1.21
H -1.13 -0.98 2.22
H -3.10 0.01 0.60
H -2.35 1.13 -0.58
H -2.74 -0.52 -1.07
*
```

Charges computed using Löwdin, reported in e: -0.12, -0.26, -0.20, -0.37, -0.02, -0.05, 0.06, 0.06, 0.04, 0.10, 0.10, 0.10, 0.12, 0.16, 0.02, 0.08, 0.08, 0.08



C | Computed, not measured: a single C6H12 molecule, with ωB97M-V/def2-TZVPD.

Summary:
* LUMO energy: 1.14 eV

The geometry in ORCA input format:
```
! RIJCOSX wB97M-V def2-TZVPD def2/J DEFGRID3
* xyz 0 1
C 1.72 0.65 -0.64
C 1.52 -0.59 0.20
C 0.15 -0.61 1.02
C -1.06 -0.28 0.19
C -1.57 1.16 0.23
C -1.48 -1.15 -0.80
H 1.76 1.58 -0.03
H 2.68 0.64 -1.20
H 0.93 0.76 -1.36
H 1.48 -1.53 -0.38
H 2.34 -0.72 0.85
H 0.11 0.13 1.88
H 0.06 -1.63 1.50
H -0.61 1.80 0.30
H -2.26 1.27 1.18
H -2.20 1.53 -0.64
H -1.21 -2.19 -0.92
H -2.37 -0.84 -1.37
*
```

Charges computed using Löwdin, reported in e: -0.12, -0.24, -0.19, -0.40, -0.09, 0.03, 0.08, 0.07, 0.06, 0.11, 0.08, 0.12, 0.12, 0.08, 0.11, 0.09, 0.05, 0.05



The least stable of them is B.



A | Computed, not measured: a single C6H12 molecule, with ωB97M-V/def2-TZVPD.

Summary:
* LUMO energy: 1.13 eV

The geometry in ORCA input format:
```
! RIJCOSX wB97M-V def2-TZVPD def2/J DEFGRID3
* xyz 0 1
C -0.12 0.52 1.96
C -0.61 1.22 0.69
C 0.30 0.96 -0.52
C 0.40 -0.51 -0.85
C 1.48 -1.22 -0.56
C -0.83 -1.13 -1.47
H 0.85 0.91 2.28
H -0.68 2.31 0.85
H -0.83 0.64 2.79
H -1.63 0.89 0.46
H 1.30 1.36 -0.30
H -0.09 1.52 -1.38
H 1.53 -2.29 -0.74
H 0.00 -0.55 1.78
H 2.36 -0.76 -0.10
H -1.74 -0.84 -0.93
H -0.75 -2.23 -1.45
H -0.95 -0.80 -2.51
*
```

Charges computed using Löwdin, reported in e: -0.11, -0.26, -0.19, -0.40, 0.03, -0.06, 0.08, 0.10, 0.07, 0.09, 0.11, 0.11, 0.06, 0.07, 0.06, 0.07, 0.08, 0.08



B | Computed, not measured: a single C6H12 molecule, with ωB97M-V/def2-TZVPD.

Summary:
* LUMO energy: 1.22 eV

The geometry in ORCA input format:
```
! RIJCOSX wB97M-V def2-TZVPD def2/J DEFGRID3
* xyz 0 1
C 0.62 0.95 2.21
C -0.87 0.90 1.61
C -0.69 0.70 0.06
C -0.28 -0.65 -0.37
C -0.51 -1.09 -1.63
C 0.65 -1.62 -2.48
H 0.61 1.50 3.15
H 1.33 1.45 1.57
H 0.89 -0.11 2.32
H -1.22 1.91 1.84
H -1.26 0.08 2.22
H 0.07 1.39 -0.32
H -1.61 1.06 -0.39
H 0.59 -1.03 0.18
H -1.23 -0.41 -2.10
H 1.35 -0.80 -2.72
H 0.26 -2.09 -3.37
H 1.31 -2.13 -1.78
*
```

Charges computed using Löwdin, reported in e: -0.13, -0.21, -0.24, -0.15, -0.15, -0.10, 0.06, 0.06, 0.06, 0.09, 0.10, 0.12, 0.10, 0.10, 0.09, 0.08, 0.06, 0.06



The least stable of them is B.



A | Computed, not measured: a single C4H10S2 molecule, with ωB97M-V/def2-TZVPD.

Summary:
* LUMO energy: 0.50 eV

The geometry in ORCA input format:
```
! RIJCOSX wB97M-V def2-TZVPD def2/J DEFGRID3
* xyz 0 1
C -3.05 -1.33 0.04
C -1.97 -0.31 0.18
S -0.63 -0.58 -1.18
S 0.90 0.78 -1.64
C 1.65 0.64 0.09
C 3.08 1.21 0.07
H -3.75 -1.54 0.84
H -3.50 -1.30 -0.97
H -2.60 -2.31 -0.10
H -2.21 0.73 0.34
H -1.37 -0.65 1.03
H 1.82 -0.42 0.25
H 0.99 1.21 0.74
H 3.77 0.66 -0.57
H 3.25 2.26 -0.17
H 3.62 0.95 1.05
*
```

Charges computed using Löwdin, reported in e: -0.20, -0.52, 0.43, 0.44, -0.58, -0.20, 0.08, 0.07, 0.06, 0.07, 0.05, 0.05, 0.06, 0.06, 0.06, 0.09



B | Computed, not measured: a single C4H10S2 molecule, with ωB97M-V/def2-TZVPD.

Summary:
* LUMO energy: 0.76 eV

The geometry in ORCA input format:
```
! RIJCOSX wB97M-V def2-TZVPD def2/J DEFGRID3
* xyz 0 1
C 1.46 1.88 1.49
C 1.27 1.45 0.02
S 1.47 -0.30 -0.32
S -0.43 -1.21 -0.11
C -1.62 0.15 -0.41
C -3.02 -0.38 -0.09
H 0.65 2.52 1.81
H 1.44 0.98 2.11
H 2.42 2.35 1.61
H 0.28 1.75 -0.30
H 1.95 2.00 -0.63
H -1.52 0.54 -1.43
H -1.37 0.85 0.39
H -2.99 -1.41 0.30
H -3.63 0.19 0.61
H -3.64 -0.51 -0.96
*
```

Charges computed using Löwdin, reported in e: -0.15, -0.63, 0.48, 0.48, -0.59, -0.18, 0.06, 0.06, 0.06, 0.03, 0.06, 0.08, 0.05, 0.05, 0.07, 0.07



C | Computed, not measured: a single C4H10S2 molecule, with ωB97M-V/def2-TZVPD.

Summary:
* LUMO energy: 0.83 eV

The geometry in ORCA input format:
```
! RIJCOSX wB97M-V def2-TZVPD def2/J DEFGRID3
* xyz 0 1
C 2.76 -1.29 0.59
C 1.33 -0.83 0.33
S 0.67 -0.06 1.84
S -1.07 0.93 1.29
C -1.39 0.60 -0.44
C -2.62 1.39 -0.83
H 3.21 -1.60 -0.35
H 3.31 -0.46 1.04
H 2.78 -2.13 1.29
H 1.29 -0.07 -0.44
H 0.70 -1.67 0.03
H -1.54 -0.47 -0.63
H -0.53 0.83 -1.07
H -3.44 1.14 -0.17
H -2.48 2.45 -0.66
H -2.95 1.24 -1.84
*
```

Charges computed using Löwdin, reported in e: -0.17, -0.61, 0.47, 0.49, -0.64, -0.19, 0.07, 0.06, 0.07, 0.05, 0.07, 0.08, 0.06, 0.06, 0.07, 0.07



D | Computed, not measured: a single C4H10S2 molecule, with ωB97M-V/def2-TZVPD.

Summary:
* LUMO energy: 0.84 eV

The geometry in ORCA input format:
```
! RIJCOSX wB97M-V def2-TZVPD def2/J DEFGRID3
* xyz 0 1
C 0.87 0.97 -1.04
C 0.70 2.49 -1.21
C 0.32 0.49 0.30
S -1.33 -0.26 0.21
S -0.89 -2.24 -0.15
C -1.25 -2.99 1.48
H 0.36 0.49 -1.86
H 1.95 0.80 -1.08
H -0.32 2.72 -1.52
H 0.93 2.97 -0.25
H 1.39 2.89 -1.95
H 0.98 -0.21 0.81
H 0.23 1.32 1.00
H -2.27 -2.75 1.72
H -1.12 -4.06 1.32
H -0.56 -2.63 2.23
*
```

Charges computed using Löwdin, reported in e: -0.32, -0.12, -0.59, 0.48, 0.42, -0.47, 0.09, 0.10, 0.07, 0.07, 0.07, 0.06, 0.06, 0.02, 0.03, 0.03



The least stable of them is A.



A | Computed, not measured: a single C4H10S2 molecule, with ωB97M-V/def2-TZVPD.

Summary:
* LUMO energy: 0.81 eV

The geometry in ORCA input format:
```
! RIJCOSX wB97M-V def2-TZVPD def2/J DEFGRID3
* xyz 0 1
C -3.19 -0.64 -0.25
C -1.92 -0.14 0.41
S -0.92 0.98 -0.69
S 0.72 -0.15 -1.18
C 2.08 0.78 -0.39
C 2.97 -0.03 0.50
H -3.72 -1.29 0.44
H -3.84 0.20 -0.51
H -2.92 -1.09 -1.21
H -2.04 0.37 1.37
H -1.25 -0.97 0.64
H 1.68 1.70 0.03
H 2.62 1.13 -1.29
H 3.73 0.55 1.03
H 2.41 -0.67 1.18
H 3.58 -0.73 -0.08
*
```

Charges computed using Löwdin, reported in e: -0.18, -0.59, 0.47, 0.48, -0.62, -0.18, 0.07, 0.07, 0.07, 0.06, 0.05, 0.05, 0.06, 0.07, 0.07, 0.07



B | Computed, not measured: C4H10S2 as an isolated structure, with ωB97M-V/def2-TZVPD.

Summary:
* LUMO energy: -0.53 eV

The geometry in ORCA input format:
```
! RIJCOSX wB97M-V def2-TZVPD def2/J DEFGRID3
* xyz 0 1
C 1.99 1.10 -0.69
C 2.06 -0.12 0.18
C -2.93 -0.29 0.03
C -0.22 -0.55 0.43
H 2.81 1.79 -0.42
H 1.05 1.64 -0.50
H 2.06 0.85 -1.75
H 2.00 0.08 1.25
H -3.10 -0.85 0.96
H -2.84 0.77 0.26
H -3.79 -0.44 -0.63
H -0.17 0.52 0.65
H -0.43 -1.10 1.35
H 0.74 -0.86 0.04
S 2.21 -1.64 -0.33
S -1.46 -0.90 -0.83
*
```

Charges computed using Löwdin, reported in e: -0.12, -0.72, -0.44, -0.54, 0.09, 0.08, 0.08, 0.09, 0.03, 0.03, 0.03, 0.04, 0.07, -0.22, 0.74, 0.75



The least stable of them is B.



A | Computed, not measured: a 2-piece molecular cluster, C5H8NS overall, with ωB97M-V/def2-TZVPD.

Summary:
* LUMO energy: -6.61 eV

The geometry in ORCA input format:
```
! RIJCOSX wB97M-V def2-TZVPD def2/J DEFGRID3
* xyz 1 1
C -3.03 -1.08 -0.56
C -3.89 -0.63 0.37
C -3.42 0.78 0.36
C 3.96 -0.35 -0.06
C 1.37 0.46 0.11
N -2.31 -0.04 -0.08
S 2.26 -0.91 0.19
H -2.73 -1.96 -1.07
H -3.87 1.39 -0.40
H -3.29 1.30 1.31
H 4.12 -0.17 -1.12
H 4.61 -1.15 0.27
H 4.15 0.55 0.52
H 1.80 1.43 -0.05
H 0.29 0.37 0.21
*
```

Charges computed using Löwdin, reported in e: -0.12, 0.04, -0.19, -0.29, -0.16, -0.01, 1.11, 0.11, 0.12, 0.11, 0.07, 0.06, 0.07, 0.07, 0.02



B | Computed, not measured: C5H8NS as an isolated structure, with ωB97M-V/def2-TZVPD.

Summary:
* LUMO energy (alpha / beta): -4.63 / -4.63 eV

The geometry in ORCA input format:
```
! RIJCOSX wB97M-V def2-TZVPD def2/J DEFGRID3
* xyz 1 1
C 1.40 -0.79 0.88
C 2.42 -0.91 -0.02
C 2.28 0.51 -0.55
C -2.39 0.23 0.92
C -0.61 -0.13 -1.09
N 1.00 0.08 -0.06
S -1.73 -1.03 -0.27
H 0.92 -1.28 1.69
H 2.87 1.34 -0.07
H 2.33 0.84 -1.62
H -3.00 0.80 0.24
H -1.55 0.51 1.58
H -3.05 -0.31 1.49
H -0.61 0.91 -1.23
H -0.27 -0.77 -1.89
*
```

Charges computed using Löwdin, reported in e: -0.02, 0.19, -0.09, -0.27, -0.35, -0.05, 0.94, 0.13, 0.15, 0.13, 0.05, 0.06, 0.00, 0.07, 0.07



The least stable of them is A.



A | Computed, not measured: C2H3N3O2 as an isolated structure, with ωB97M-V/def2-TZVPD.

Summary:
* LUMO energy (alpha / beta): -2.48 / -2.48 eV

The geometry in ORCA input format:
```
! RIJCOSX wB97M-V def2-TZVPD def2/J DEFGRID3
* xyz 0 1
C 1.81 0.59 0.39
C -0.99 -0.24 -0.43
N 1.95 0.02 1.36
N -0.63 -0.66 0.85
N -0.27 0.75 -1.08
O -1.81 -0.72 -1.13
O 1.42 1.27 -0.57
H 0.08 -0.33 1.39
H -1.21 -1.25 1.32
H -0.35 0.57 -2.09
*
```

Charges computed using Löwdin, reported in e: -0.47, -0.62, 0.16, 0.22, 0.26, 0.14, 0.08, 0.01, 0.08, 0.14



B | Computed, not measured: a single C2H3N3O2 molecule, with ωB97M-V/def2-TZVPD.

Summary:
* LUMO energy: 0.62 eV

The geometry in ORCA input format:
```
! RIJCOSX wB97M-V def2-TZVPD def2/J DEFGRID3
* xyz 0 1
C -0.42 0.09 -0.77
C 0.32 0.70 1.23
H -1.04 1.11 -2.47
H -0.16 -1.75 -0.57
H 1.30 -1.07 1.62
N -0.88 0.15 -1.96
N 0.29 -0.94 -0.24
N 0.42 -0.78 1.01
O 0.66 1.48 2.04
O -0.48 1.02 0.11
*
```

Charges computed using Löwdin, reported in e: -0.58, -0.38, 0.11, 0.14, 0.21, 0.12, 0.01, 0.03, 0.18, 0.16



C | Computed, not measured: a 2-piece molecular cluster, C2H3N3O2 overall, with ωB97M-V/def2-TZVPD.

Summary:
* LUMO energy: -1.10 eV

The geometry in ORCA input format:
```
! RIJCOSX wB97M-V def2-TZVPD def2/J DEFGRID3
* xyz 0 1
C 0.76 -0.38 -0.61
C -0.62 0.70 0.73
H 1.73 -2.20 -1.16
H -1.59 -1.09 1.34
H -1.63 1.68 2.19
N -0.29 -1.17 -0.49
N -1.15 -0.48 0.44
N -0.96 1.76 1.37
O 1.58 -0.87 -1.60
O 0.60 0.73 0.06
*
```

Charges computed using Löwdin, reported in e: -0.50, -0.53, 0.37, 0.24, 0.07, 0.08, 0.03, 0.12, -0.02, 0.14



D | Computed, not measured: a single C2H3N3O2 molecule, with ωB97M-V/def2-TZVPD.

Summary:
* LUMO energy: -0.57 eV

The geometry in ORCA input format:
```
! RIJCOSX wB97M-V def2-TZVPD def2/J DEFGRID3
* xyz 0 1
C -0.41 0.40 0.40
C 1.31 -0.86 -0.02
H -1.96 -1.19 0.23
H 1.89 -1.79 -0.30
H 0.55 2.06 -0.49
N -1.60 0.90 0.04
N 0.01 -0.83 0.47
N 0.78 1.29 0.28
O -2.48 -0.28 -0.30
O 1.90 0.30 -0.32
*
```

Charges computed using Löwdin, reported in e: -0.50, -0.10, 0.18, 0.16, 0.17, 0.05, 0.09, 0.13, -0.19, 0.00



The least stable of them is D.